Record 1
Computed, not measured: C45H40Br2MnN3O5S as an isolated structure, with wB97M-V/def2-TZVPD.

Atoms and positions in Å:
Mn  1.50137  0.33411  -0.00721
C  -2.48184  -4.01359  2.54723
C  -2.21106  -2.57667  2.95413
C  -3.02966  -2.14011  4.15290
O  -0.83799  -2.40022  3.26259
C  -0.19774  -1.88212  2.10280
C  -1.29874  -0.98560  1.53363
O  -2.47717  -1.71830  1.84674
C  -1.28456  -0.64204  0.02258
O  -0.27433  0.32908  -0.17115
C  -2.62211  0.03918  -0.30985
C  -3.44371  -0.37267  -1.34535
C  -4.66808  0.24372  -1.57206
C  -5.07516  1.29938  -0.77695
C  -4.24093  1.74578  0.24035
C  -3.02860  1.12120  0.46952
C  -1.02471  -1.91005  -0.78427
C  -1.94824  -2.95887  -0.78156
C  -1.67635  -4.15063  -1.43265
C  -0.47444  -4.33029  -2.10430
C  0.44226  -3.29438  -2.12838
C  0.16017  -2.10043  -1.47631
C  1.15079  -1.21268  2.44144
O  1.76925  -0.97012  1.18673
C  1.05015  0.07920  3.26439
C  2.03546  1.05026  3.10743
C  1.99395  2.23041  3.83825
C  0.97976  2.45115  4.75567
C  0.01822  1.46987  4.94983
C  0.05450  0.29255  4.21744
C  2.05598  -2.19480  3.20459
C  3.22733  -2.66597  2.62568
C  4.05508  -3.53886  3.32017
C  3.72638  -3.94728  4.60126
C  2.56442  -3.46748  5.19029
C  1.73835  -2.59602  4.50013
H  -2.31852  -4.67574  3.39744
H  -1.81358  -4.30674  1.73840
H  -3.51344  -4.12036  2.20959
H  -2.72697  -2.69934  5.03845
H  -4.08859  -2.31813  3.96835
H  -2.88027  -1.07542  4.32956
H  0.03984  -2.69656  1.40809
H  -1.29520  -0.03274  2.06835
H  -3.12775  -1.16876  -2.00437
H  -5.29509  -0.09772  -2.38642
H  -6.03058  1.77863  -0.95090
H  -4.53796  2.58281  0.86004
H  -2.38307  1.49978  1.25149
H  -2.89092  -2.82977  -0.27125
H  -2.41064  -4.94644  -1.41261
H  -0.25857  -5.26602  -2.60304
H  1.38603  -3.40956  -2.64773
H  0.89325  -1.30982  -1.53345
H  2.86298  0.87785  2.43757
H  2.77138  2.97002  3.69035
H  0.94539  3.37062  5.32591
H  -0.76930  1.61871  5.67846
H  -0.69640  -0.46377  4.38821
H  3.49260  -2.34500  1.63016
H  4.96308  -3.89737  2.85155
H  4.37215  -4.62728  5.14207
H  2.30020  -3.76883  6.19618
H  0.84444  -2.22229  4.97860
C  1.13123  0.02165  -3.98579
C  2.20086  0.94992  -3.51877
C  2.87283  1.72379  -4.49593
C  3.88545  2.55848  -4.14469
C  4.27172  2.63611  -2.79195
C  5.33330  3.43743  -2.30131
Br  6.33921  4.51524  -3.49293
C  5.64932  3.45043  -0.97584
C  4.91787  2.66390  -0.06964
Br  5.36417  2.71941  1.75955
C  3.87513  1.86301  -0.48809
O  3.15898  1.12514  0.31365
C  3.54402  1.85174  -1.87785
N  2.50532  1.03224  -2.23447
H  1.18746  -0.11447  -5.06484
H  0.14857  0.42330  -3.72095
H  1.21746  -0.95185  -3.51484
H  2.57382  1.62294  -5.52985
H  4.40719  3.14830  -4.88579
H  6.45772  4.06578  -0.60794
C  -2.20221  2.32624  -5.79641
N  -2.58371  3.42934  -4.94361
C  -3.24588  4.57399  -5.36135
C  -3.45354  5.34017  -4.27427
N  -2.91166  4.65584  -3.20439
C  -2.37232  3.47020  -3.59946
S  -1.65592  2.33275  -2.60911
H  -3.00339  2.12091  -6.50410
H  -2.03789  1.45639  -5.16362
H  -1.28410  2.55423  -6.33975
H  -3.50772  4.73468  -6.39141
H  -3.92914  6.29770  -4.17082
H  -2.91661  4.92762  -2.23823

Atomic forces in eV per Å
Mn 0.2 0.1 -0.4
C 0.0 0.0 0.0
C 0.0 0.0 0.0
C 0.0 0.0 0.0
O 0.0 -0.1 0.0
C 0.1 0.0 0.0
C 0.0 0.0 0.0
O 0.0 0.0 0.0
C 0.0 0.1 0.1
O -0.1 -0.2 -0.2
C 0.0 -0.1 0.1
C 0.0 0.0 -0.1
C 0.0 0.0 -0.1
C 0.0 0.0 0.0
C 0.0 0.0 0.0
C 0.0 0.0 0.0
C -0.1 0.0 0.0
C 0.0 0.0 0.0
C 0.0 0.0 0.0
C 0.0 0.0 0.0
C 0.0 0.0 0.0
C 0.0 -0.1 0.0
C 0.1 0.0 -0.1
O -0.2 0.0 0.3
C 0.0 0.0 0.0
C 0.0 -0.1 0.1
C 0.0 0.0 0.0
C 0.0 0.0 0.0
C 0.0 0.0 0.0
C 0.0 0.0 -0.1
C 0.0 0.0 0.0
C -0.1 0.0 0.0
C 0.0 0.0 0.0
C 0.0 0.0 0.0
C 0.0 0.0 0.0
C 0.0 0.0 0.1
H 0.0 0.0 0.0
H 0.0 0.0 0.0
H 0.0 0.0 0.0
H 0.0 0.0 0.0
H 0.0 0.0 0.0
H 0.0 0.0 0.0
H 0.0 0.0 0.0
H 0.0 0.0 0.0
H 0.0 0.0 0.0
H 0.0 0.0 0.0
H 0.0 0.0 0.0
H 0.0 0.0 0.0
H 0.0 0.0 0.0
H 0.0 0.0 0.1
H 0.0 0.0 0.0
H 0.0 0.0 0.0
H 0.0 0.0 0.0
H 0.0 0.0 0.0
H 0.0 0.0 0.0
H 0.0 0.0 0.0
H 0.0 0.0 0.0
H 0.0 0.0 0.0
H 0.0 0.0 0.0
H 0.0 0.0 0.0
H 0.0 0.0 0.0
H 0.0 0.0 0.0
H 0.0 0.0 0.0
H 0.0 0.0 0.0
C -0.3 -0.1 0.2
C 0.0 0.0 0.0
C 0.0 -0.1 0.1
C 0.0 0.0 0.0
C 0.0 0.0 0.0
C 0.0 0.0 0.0
Br 0.0 0.0 0.0
C 0.0 0.0 0.0
C -0.1 -0.1 -0.1
Br 0.0 0.0 0.0
C -0.2 0.1 -0.2
O 0.4 0.2 0.5
C 0.1 0.1 0.1
N -0.1 0.1 0.0
H 0.0 0.1 0.0
H 0.0 0.0 0.0
H 0.1 0.0 0.0
H 0.0 0.0 0.0
H 0.0 0.0 0.0
H 0.0 0.0 0.0
C 0.0 0.0 0.0
N -0.1 0.0 0.0
C 0.0 0.1 0.0
C 0.0 0.0 -0.1
N 0.0 0.0 -0.1
C 0.0 -0.1 0.1
S 0.1 0.1 -0.1
H 0.0 0.0 0.0
H 0.0 0.0 0.0
H 0.0 0.0 0.0
H 0.0 0.0 0.0
H 0.0 0.0 0.0
H 0.0 0.0 0.0

Results
<S²>: 6.0573
Net charge: 0
Electronic energy in eV: -244264.7646
HOMO (alpha / beta) in Eh: -0.27867 / -0.27868
Energy relative to the best compared isomer or geometry (same formula, charge and spin) in kcal/mol: 34.12
2S+1: 5

Löwdin atomic charge list, values in e, 5 entries:
1. Mn 1.118
2. C 0.022
3. C -0.571
4. C 0.022
5. O -0.031


Record 2
Computed, not measured: C45H40ClN8O4SV as an isolated structure, with wB97M-V/def2-TZVPD.

Atoms and positions in Å:
V  -0.54087  0.05689  -1.21025
N  3.62045  -0.75151  -2.68671
C  2.52320  -0.72823  -1.82440
S  1.07950  -1.49941  -2.41939
N  2.70597  -0.08270  -0.72622
N  1.61448  -0.01066  0.14498
C  2.01309  0.23554  1.36851
C  3.44770  0.48087  1.70457
C  4.06995  1.66441  1.31901
C  5.38250  1.91652  1.67975
C  6.09247  0.98338  2.42783
C  5.47745  -0.19858  2.80973
C  4.15821  -0.44618  2.45156
C  1.11173  0.24685  2.45566
C  1.39422  0.35891  3.81754
C  0.48165  0.00520  4.78067
C  -0.71613  -0.63945  4.33102
C  -1.06366  -0.69721  3.03668
N  -0.29008  0.06781  2.04753
H  3.59873  -1.50620  -3.35186
H  4.50542  -0.60547  -2.22320
H  3.51640  2.38096  0.72515
H  5.85774  2.84129  1.37565
H  7.11986  1.17929  2.71019
H  6.02283  -0.93573  3.38690
H  3.67254  -1.36902  2.74781
H  2.38822  0.68254  4.09984
H  0.71517  0.07193  5.83286
H  -1.35816  -1.14490  5.04279
H  -1.92689  -1.20263  2.63311
O  -2.83963  -6.23230  2.15424
C  -2.48204  -5.57135  1.01840
O  -3.06400  -5.77653  -0.00220
C  -1.30799  -4.67370  1.17040
C  -0.04815  -5.01418  1.59304
Cl  0.55849  -6.55145  2.04689
N  0.73777  -3.91110  1.51770
N  0.03696  -2.86253  1.04363
C  -1.18115  -3.30814  0.81247
C  -2.25856  -2.35048  0.36051
O  -3.42184  -2.62547  0.64659
O  -1.83953  -1.32340  -0.24488
C  2.15530  -3.82681  1.62445
C  2.84324  -3.19794  0.59660
C  4.22579  -3.13492  0.64891
C  4.91329  -3.72833  1.69914
C  4.21281  -4.33901  2.72952
C  2.82556  -4.36859  2.71117
H  -2.31749  -5.89637  2.89219
H  2.27936  -2.75420  -0.21690
H  4.76192  -2.61698  -0.13522
H  5.99436  -3.68440  1.73070
H  4.74502  -4.77560  3.56534
H  2.26770  -4.81799  3.52042
N  0.74552  1.64165  -2.29460
C  0.09448  2.75757  -2.84145
C  0.45444  4.03505  -2.41863
C  -0.16145  5.16216  -2.93588
C  -1.14304  5.01971  -3.90594
C  -1.51781  3.74555  -4.30699
C  -0.93730  2.59082  -3.77886
C  -1.52325  1.25675  -4.10886
C  -1.96822  1.05401  -5.42289
C  -2.66391  -0.09015  -5.76933
C  -2.92836  -1.04015  -4.79008
C  -2.45551  -0.84931  -3.49825
C  -1.71520  0.28002  -3.09685
H  1.57370  1.86708  -1.75913
H  0.95797  0.91676  -2.97721
H  1.23504  4.13454  -1.67230
H  0.13206  6.14534  -2.58956
H  -1.62860  5.88942  -4.33146
H  -2.32483  3.63140  -5.02165
H  -1.75411  1.79688  -6.18555
H  -2.98947  -0.24345  -6.79186
H  -3.47974  -1.94041  -5.04113
H  -2.64841  -1.62991  -2.76582
C  -5.31608  2.72467  -0.65508
N  -4.19184  1.91308  -1.16300
C  -4.13521  0.59763  -0.45204
C  -2.87651  2.69495  -1.14331
C  -2.19802  2.62119  0.17767
C  -2.47136  3.55462  1.17419
C  -1.95437  3.37596  2.45010
C  -1.22932  2.22847  2.72351
C  -0.97594  1.33802  1.68928
C  -1.35758  1.50614  0.36623
H  -6.23359  2.14125  -0.69427
H  -5.41882  3.62694  -1.25455
H  -5.09400  2.99139  0.37584
H  -4.34552  1.70034  -2.14995
H  -4.03403  0.77844  0.61474
H  -3.27349  0.02949  -0.78971
H  -5.05752  0.05883  -0.66294
H  -3.11832  3.70299  -1.48408
H  -2.25967  2.18073  -1.86279
H  -3.08663  4.42489  0.95731
H  -2.14295  4.10296  3.23006
H  -0.86238  2.02758  3.72305
H  -0.19170  -0.46462  1.16362

Atomic forces in eV per Å
V 0.5 0.4 0.3
N 0.0 0.0 0.0
C -0.1 0.0 -0.2
S 0.0 -0.2 0.0
N 0.1 -0.1 0.0
N -0.1 0.3 0.0
C 0.0 0.0 0.0
C 0.0 0.0 0.0
C 0.0 0.0 0.0
C 0.0 0.0 0.0
C 0.0 0.0 0.0
C 0.0 0.0 0.0
C 0.0 0.0 0.0
C 0.1 0.1 0.2
C 0.0 0.0 0.0
C 0.0 0.0 0.1
C 0.1 0.1 0.0
C 0.0 -0.1 0.1
N 0.2 0.1 0.0
H 0.0 0.0 0.0
H 0.0 0.0 0.0
H 0.0 0.0 0.0
H 0.0 0.0 0.0
H 0.0 0.0 0.0
H 0.0 0.0 0.0
H 0.0 0.1 0.0
H 0.0 0.0 0.0
H 0.0 0.0 0.0
H 0.0 0.0 0.0
H 0.0 0.0 0.0
O 0.0 0.0 0.0
C 0.0 -0.1 0.0
O 0.0 0.0 0.0
C 0.0 0.1 -0.1
C 0.0 0.0 0.1
Cl -0.1 0.0 0.0
N 0.0 0.0 0.0
N 0.0 -0.2 -0.1
C 0.0 0.1 0.2
C 0.2 -0.1 -0.1
O -0.1 0.0 0.1
O 0.1 0.0 -0.1
C 0.1 0.1 0.0
C -0.1 0.1 -0.1
C 0.0 -0.1 0.0
C 0.0 0.0 0.0
C 0.0 0.1 0.1
C 0.0 0.0 0.0
H 0.0 0.0 0.0
H 0.0 0.0 0.0
H 0.0 0.0 0.0
H 0.0 0.0 0.0
H 0.0 0.0 0.0
H 0.0 0.0 0.0
N -0.2 -0.2 0.1
C 0.0 0.2 0.0
C 0.0 0.0 0.0
C 0.0 0.0 0.0
C 0.0 0.0 0.0
C 0.0 0.0 0.0
C -0.1 0.0 0.1
C -0.1 -0.1 -0.1
C 0.0 0.0 0.0
C 0.0 0.0 0.0
C 0.0 0.0 0.0
C 0.0 0.0 0.0
C 0.1 0.0 0.2
H 0.0 0.0 0.0
H 0.0 0.0 -0.1
H 0.0 0.0 0.0
H 0.0 0.0 0.0
H 0.0 0.0 0.0
H 0.0 0.0 0.0
H 0.0 0.0 0.0
H 0.0 0.0 0.0
H 0.0 0.0 0.0
H 0.0 0.0 0.0
C -0.1 0.1 0.0
N -0.1 0.0 0.0
C 0.0 -0.1 0.0
C 0.0 0.1 0.0
C 0.1 0.1 0.2
C -0.1 0.0 -0.1
C 0.0 0.0 0.1
C 0.1 -0.1 0.1
C -0.1 0.1 0.0
C 0.1 -0.3 -0.2
H 0.0 0.0 0.0
H 0.0 0.0 0.0
H 0.0 0.0 0.0
H 0.0 -0.1 0.0
H 0.0 0.0 0.0
H 0.0 0.0 0.0
H 0.0 0.0 0.0
H 0.0 0.0 0.0
H 0.0 -0.1 -0.2
H 0.0 0.0 0.0
H 0.0 0.0 0.0
H 0.0 0.0 0.0
H -0.5 -0.2 0.2

Results
<S²>: 3.7626
Net charge: -1
Electronic energy in eV: -116471.3899
HOMO (alpha / beta) in Eh: -0.12682 / -0.13353
Energy relative to the best compared isomer or geometry (same formula, charge and spin) in kcal/mol: 21.61
2S+1: 4

Löwdin atomic charge list, values in e, 5 entries:
1. V 0.508
2. N 0.035
3. C -0.927
4. S 0.606
5. N -0.026